This record from the Open Molecules 2025 dataset describes a 2-piece molecular cluster, C11H27BNO7 overall. The level of theory is the ωB97M-V functional and the def2-TZVPD basis.

Last column: Löwdin charge in e.
Element x y z (Å)
C 6.38618 0.29771 -1.51935  -0.117
C 4.98518 0.70487 -2.29160  -0.255
O 4.12379 1.54031 -1.44057  -0.246
C 4.53437 2.96709 -1.48792  -0.145
C 3.30366 3.84521 -0.78064  -0.120
O 2.32567 4.36627 -1.74813  -0.051
C 1.46465 3.30955 -2.30166  -0.210
O 1.91384 2.49577 -3.29747  0.041
O 0.06198 3.07975 -1.88418  0.140
B -0.04077 2.02205 -0.85977  -0.491
O 1.07642 1.36527 -0.15284  0.095
O -1.42416 1.60637 -0.45772  -0.049
C -1.85108 0.40497 -1.19186  -0.250
C -1.82198 0.55223 -2.83005  -0.091
H 6.75255 -0.72698 -1.99670  0.083
H 7.20742 1.11155 -1.74634  0.079
H 6.23614 0.08617 -0.37222  0.086
H 4.40630 -0.30859 -2.50958  0.129
H 5.22333 1.18217 -3.35209  0.135
H 5.47561 3.05452 -0.77972  0.135
H 4.80483 3.34415 -2.56726  0.148
H 3.85096 4.80083 -0.31952  0.150
H 2.84483 3.27223 0.13126  0.139
H 0.81266 0.47535 0.23197  0.123
H -1.29652 -0.58958 -0.85987  0.123
H -2.99394 0.22856 -0.89884  0.128
H -0.75440 0.39693 -3.30459  0.098
H -2.19776 1.61790 -3.13568  0.102
H -2.51886 -0.27129 -3.33934  0.098
C -3.57234 -3.32396 4.02960  -0.031
C -3.92187 -1.97964 3.40907  -0.308
C -4.46092 -2.07904 1.97255  -0.158
O -3.39414 -2.36998 1.06103  -0.204
C -3.19125 -3.76177 0.82435  -0.071
N -2.67626 -1.15146 3.35909  0.222
H -2.65094 -3.75156 3.61746  0.085
H -3.41385 -3.21517 5.10638  0.094
H -4.38071 -4.04763 3.88251  0.107
H -4.63690 -1.45272 4.04902  0.161
H -4.84768 -1.09593 1.68254  0.136
H -5.29251 -2.78742 1.88174  0.142
H -4.10079 -4.35217 0.97151  0.101
H -2.39954 -4.12425 1.48305  0.080
H -2.85038 -3.89064 -0.20639  0.102
H -2.12262 -1.18312 4.22344  0.183
H -2.88483 -0.16953 3.13923  0.184
H -2.09339 -1.49536 2.57608  0.170

Forces on the atoms, in the same order (eV/Å):
0.0 -0.4 -1.0
0.5 -1.3 0.1
1.5 1.0 -1.8
-0.5 -0.2 1.3
2.7 0.1 0.8
-2.7 -3.3 -0.2
3.0 -4.5 -5.4
-3.1 5.9 6.9
3.7 -1.1 2.3
-0.6 -0.8 0.9
-2.7 0.5 -1.6
2.7 -0.6 -2.1
-1.8 -1.1 -0.8
0.1 -0.2 -0.3
-0.6 2.2 0.9
-1.6 -1.7 0.8
0.2 0.7 -2.3
1.0 2.3 0.6
-0.6 -0.7 2.3
-1.8 0.1 -1.4
-0.8 -0.8 2.0
-1.5 -1.9 -1.2
0.6 0.9 -2.1
0.3 1.9 -0.8
-0.7 2.1 -0.6
2.5 0.5 -0.5
-2.0 0.4 1.2
0.7 -2.1 0.6
1.4 1.8 1.3
0.2 -0.1 0.3
-0.6 -0.9 0.1
0.6 0.7 -0.5
-0.8 0.1 0.6
0.5 -0.3 -0.2
0.5 0.6 -0.4
-0.2 0.1 -0.1
-0.1 -0.1 -0.1
0.1 0.2 0.0
0.1 0.0 -0.2
0.0 -0.1 -0.1
0.3 0.0 0.2
0.1 0.2 0.0
-0.1 -0.2 0.0
-0.1 0.1 0.1
-0.3 0.0 -0.2
0.1 -0.1 0.1
-0.2 0.0 0.1

- Orbital gap: 7.60 eV
- Highest occupied orbital energy: -11.16 eV
- E_LUMO: -0.13077 hartree
- Total charge: +1


This record from the Open Molecules 2025 dataset describes a 3-piece molecular cluster, C11H27BrN2O2 overall. The level of theory is the ωB97M-V functional and the def2-TZVPD basis.

Last column: Löwdin charge in e.
Element x y z (Å)
C 6.42166 -12.55590 19.96458  -0.077
C 5.35722 -13.18598 20.82345  -0.210
N 5.81540 -14.16817 21.85421  -0.270
C 4.63716 -14.88586 22.45102  0.046
C 6.75166 -15.17704 21.28694  -0.181
C 6.33927 -15.87128 19.99870  -0.051
C 6.55847 -13.37881 22.91022  -0.131
C 7.17888 -14.13428 24.04255  -0.214
O 6.20580 -14.65468 24.92031  -0.194
C 6.79151 -15.07697 26.13161  -0.088
H 5.91633 -11.71869 19.48043  0.092
H 6.81647 -13.17617 19.16459  0.069
H 7.20553 -12.13049 20.58318  0.044
H 4.57447 -13.64896 20.21231  0.133
H 4.77583 -12.43362 21.36301  0.077
H 5.02156 -15.50874 23.24902  0.098
H 4.21275 -15.46517 21.63858  0.096
H 3.98466 -14.12087 22.86082  0.124
H 6.93044 -15.94230 22.04294  0.128
H 7.73618 -14.71998 21.18110  0.128
H 5.28012 -16.12565 19.93350  0.078
H 6.88348 -16.80752 19.90255  0.088
H 6.55164 -15.23037 19.14580  0.067
H 5.82364 -12.66601 23.28858  0.072
H 7.31979 -12.79457 22.41193  0.084
H 7.79975 -13.41814 24.60495  0.105
H 7.95162 -14.87294 23.77680  0.134
H 5.99727 -15.50840 26.73778  0.091
H 7.19480 -14.21606 26.67426  0.099
H 7.57925 -15.81905 25.97379  0.093
Br 5.82870 -9.97671 22.50388  -0.380
C 9.43867 -11.45403 24.40437  -0.337
O 9.65102 -12.40993 25.12321  -0.013
N 9.58640 -11.44458 23.05744  -0.190
C 9.41398 -10.22270 22.28612  -0.091
C 10.24512 -12.55067 22.41092  -0.062
H 9.08254 -10.47291 24.75976  0.148
H 9.30432 -10.48210 21.23760  0.082
H 10.23712 -9.52495 22.47072  0.089
H 8.50099 -9.69470 22.58219  -0.023
H 11.22011 -12.28428 21.98825  0.094
H 10.47046 -13.34220 23.12267  0.084
H 9.61751 -12.94797 21.60663  0.071

Forces on the atoms, in the same order (eV/Å):
-0.3 0.4 0.0
-1.3 0.0 -0.4
0.7 -0.4 0.1
0.7 0.5 -0.3
0.6 -0.9 0.0
-0.3 0.4 -0.2
-0.6 0.1 0.4
0.8 0.3 0.8
-0.1 -0.4 -0.4
-0.3 0.2 0.4
0.2 0.1 0.1
0.1 -0.3 0.2
0.1 0.2 -0.2
0.4 -0.5 -0.1
0.6 0.3 0.2
-0.2 -0.1 0.1
-0.4 0.0 0.2
-0.3 -0.1 -0.1
-0.4 0.1 0.2
-0.2 0.3 -0.2
0.0 0.0 0.2
0.2 0.1 0.0
0.1 -0.2 -0.1
0.2 0.1 0.1
0.1 0.1 -0.1
-0.3 0.2 -0.3
-0.4 -0.3 -0.3
0.0 -0.1 0.0
0.2 -0.1 -0.1
0.0 0.0 0.0
-0.1 -0.2 0.0
-0.2 0.6 -0.6
0.1 -0.2 0.3
0.3 -0.2 0.2
-0.3 0.6 0.6
0.3 -0.4 -0.1
-0.1 -0.2 0.2
0.2 0.1 -0.1
0.2 -0.2 -0.4
0.0 -0.3 -0.1
-0.2 0.3 -0.1
-0.3 0.0 0.2
0.1 0.0 -0.1

- Orbital gap: 7.39 eV
- Highest occupied orbital energy: -7.20 eV
- E_LUMO: 0.00669 hartree
- Total charge: 0


This record from the Open Molecules 2025 dataset describes C11H27I2OP2V as an isolated structure. The level of theory is the ωB97M-V functional and the def2-TZVPD basis.

Last column: Löwdin spin population.
Element x y z (Å)
I 0.05642 -2.46658 -0.96115  0.661
I -0.07412 1.70828 -2.23708  -0.012
V -0.01752 0.07440 -0.12885  0.996
P -2.37111 -0.22459 -0.25773  0.108
C -3.20323 1.35068 0.11290  0.042
C -2.96121 -0.68004 -1.91003  0.009
H -3.98859 -1.05027 -1.79700  0.000
H -4.24360 -1.56281 0.47177  0.001
H -2.33248 -1.47257 -2.33022  0.010
H -2.69398 -2.39841 0.79713  0.006
H -2.85552 2.12630 -0.58005  0.001
H -2.93976 0.18464 -2.57744  0.001
C -3.21260 -1.43288 0.83057  0.006
H -4.28354 1.19347 -0.00172  0.009
H -3.23538 -1.07013 1.86724  0.000
H -2.97758 1.66622 1.14165  0.000
P 2.37776 -0.06359 -0.25857  0.094
C 3.18036 1.51608 0.15878  0.032
C 3.20320 -1.25143 0.86173  0.007
H 2.43963 -1.28765 -2.34123  0.009
H 4.06709 -0.82040 -1.77925  0.000
H 2.98984 0.39176 -2.55030  0.001
C 3.03030 -0.48026 -1.89575  0.009
H 2.86904 -2.27804 0.65885  0.007
H 4.28976 -1.18661 0.70218  0.000
H 4.26935 1.38090 0.13176  0.007
H 2.87536 1.83981 1.16292  0.000
H 2.97648 -1.00588 1.90787  0.001
H 2.88015 2.28718 -0.55984  0.000
C 0.07467 1.78175 0.69501  0.051
O 0.15801 2.85974 1.17077  0.078
C -0.90556 0.79926 3.71142  0.000
C 0.28685 0.02404 3.14535  -0.007
C 0.79926 -0.96088 4.20426  -0.006
C -0.07914 -0.76823 1.86616  -0.105
H -1.80232 0.16660 3.75349  0.000
H -1.13968 1.68544 3.11627  0.000
H -0.68425 1.14216 4.73354  0.000
H 1.09471 0.74252 2.92107  -0.001
H 0.01734 -1.69040 4.45404  0.000
H 1.66517 -1.51882 3.83520  0.000
H 1.09472 -0.43113 5.11626  -0.001
H 0.63189 -1.59893 1.76037  -0.007
H -1.06488 -1.22537 2.00898  -0.005

Forces on the atoms, in the same order (eV/Å):
0.0 0.0 -0.2
0.0 -0.6 1.0
0.1 -2.6 -1.9
-2.1 -0.3 0.0
0.3 0.2 0.2
0.0 -0.2 -0.2
0.2 0.1 -0.2
0.3 0.1 0.1
-0.3 0.2 0.0
-0.2 0.1 0.0
-0.2 -0.2 0.1
0.0 -0.1 0.1
0.2 0.0 0.1
0.2 0.1 0.0
0.0 -0.1 -0.3
-0.2 -0.1 -0.2
2.0 -0.2 0.2
-0.3 0.2 0.1
-0.2 -0.1 0.1
0.2 0.2 0.0
-0.2 0.2 -0.1
0.0 -0.1 0.0
-0.1 -0.3 -0.2
0.1 0.2 0.0
-0.3 0.0 0.0
-0.2 0.0 0.0
0.2 -0.1 -0.2
0.1 -0.1 -0.3
0.1 -0.1 0.1
0.4 7.5 3.9
-0.4 -5.4 -2.3
0.0 0.1 0.0
-0.1 0.0 0.0
0.0 -0.1 -0.2
0.2 1.1 0.9
0.2 0.1 0.1
-0.1 0.0 0.1
-0.1 -0.1 -0.4
-0.1 -0.2 0.1
0.1 0.2 0.0
0.0 0.0 0.1
-0.1 -0.1 -0.2
0.0 0.3 -0.4
0.1 0.1 -0.2

- Orbital gap (alpha / beta): 6.91 / 5.11 eV
- Spin multiplicity: 3
- Highest occupied orbital energy (alpha / beta): -16.25 / -16.32 eV
- E_LUMO (alpha / beta): -0.34325 / -0.41178 hartree
- Total charge: +2


> The lowest total charge belongs to which entry?

C11H27BrN2O2


> Which of these has the lowest total charge?

C11H27BrN2O2